{
  "formula": "C36H45N4O12S",
  "method": "ωB97M-V/def2-TZVPD",
  "elements": ["C", "O", "C", "C", "C", "C", "C", "C", "C", "C", "C", "C", "C", "S", "O", "O", "O", "H", "H", "H", "H", "H", "H", "H", "H", "H", "H", "H", "H", "H", "H", "H", "H", "H", "H", "H", "H", "H", "H", "H", "H", "H", "C", "C", "C", "C", "C", "C", "N", "O", "O", "H", "H", "H", "H", "H", "C", "C", "C", "C", "C", "C", "N", "O", "O", "H", "H", "H", "H", "H", "C", "C", "C", "C", "C", "C", "N", "O", "O", "H", "H", "H", "H", "H", "C", "C", "C", "C", "C", "C", "N", "O", "O", "H", "H", "H", "H", "H"],
  "xyz": [[2.6158, 0.9225, 2.1455], [3.0434, 1.6795, 1.0290], [1.9057, 2.2957, 0.3629], [2.2514, 3.7925, 0.1361], [1.3584, 4.5494, -0.9289], [0.1813, 3.7266, -1.5330], [-1.0164, 3.4714, -0.5627], [-1.3624, 4.6615, 0.3807], [-2.7864, 4.3799, 1.0007], [-2.8532, 3.0267, 1.8178], [-3.7728, 1.9306, 1.1393], [-2.9803, 0.9257, 0.2379], [-3.6192, -0.5158, 0.2195], [-3.1996, -1.3310, -1.3692], [-3.5119, -2.7721, -1.3189], [-3.9014, -0.5892, -2.4337], [-1.7029, -1.1671, -1.5666], [2.3184, 1.5645, 3.0145], [1.7754, 0.2284, 1.9260], [3.4778, 0.3090, 2.4884], [1.7104, 1.7179, -0.5596], [1.0599, 2.2330, 1.0843], [3.3205, 3.8847, -0.1570], [2.1353, 4.3364, 1.1031], [1.0494, 5.5315, -0.5124], [2.0387, 4.7904, -1.7798], [0.4942, 2.7550, -1.9625], [-0.2104, 4.3235, -2.3938], [-1.9336, 3.2319, -1.1462], [-0.8036, 2.5766, 0.0582], [-1.3607, 5.6221, -0.1850], [-0.6253, 4.7981, 1.2081], [-3.1390, 5.2218, 1.6324], [-3.4926, 4.2583, 0.1461], [-1.8473, 2.5714, 1.9574], [-3.3254, 3.2564, 2.7988], [-4.5417, 2.4206, 0.5005], [-4.3096, 1.3512, 1.9215], [-3.0473, 1.2935, -0.8095], [-1.9274, 0.7756, 0.5520], [-3.0609, -1.1029, 0.9756], [-4.7077, -0.5079, 0.4158], [-6.2037, -3.8046, -2.8468], [-7.0634, -4.8730, -3.0786], [-8.4284, -4.6560, -3.1957], [-8.9202, -3.3637, -3.0830], [-8.0713, -2.2904, -2.8441], [-6.7075, -2.5165, -2.7256], [-10.3588, -3.1276, -3.2307], [-11.0790, -4.0938, -3.4210], [-10.7586, -1.9795, -3.1592], [-5.1364, -3.9723, -2.7600], [-6.6669, -5.8767, -3.1710], [-9.0898, -5.4925, -3.3760], [-8.4550, -1.2836, -2.7514], [-6.0309, -1.6880, -2.5420], [-0.5105, -6.2183, 2.7456], [-1.1919, -5.4471, 1.8130], [-1.7958, -4.2607, 2.2014], [-1.7046, -3.8577, 3.5264], [-1.0331, -4.6230, 4.4677], [-0.4346, -5.8093, 4.0722], [-2.3218, -2.5905, 3.9312], [-2.9137, -1.9676, 3.0755], [-2.2008, -2.2382, 5.0924], [-0.0350, -7.1423, 2.4377], [-1.2505, -5.7682, 0.7811], [-2.3251, -3.6651, 1.4666], [-0.9675, -4.3090, 5.5006], [0.0953, -6.4149, 4.7968], [6.0246, 1.0619, -4.7508], [5.4021, 1.8145, -5.7397], [4.7412, 2.9876, -5.4071], [4.7162, 3.3971, -4.0827], [5.3274, 2.6507, -3.0882], [5.9830, 1.4777, -3.4265], [4.0400, 4.6475, -3.7252], [3.4904, 5.2724, -4.6131], [4.0700, 4.9888, -2.5573], [6.5439, 0.1481, -5.0138], [5.4342, 1.4869, -6.7711], [4.2583, 3.5677, -6.1814], [5.3019, 2.9685, -2.0545], [6.4651, 0.8880, -2.6567], [7.2437, -1.7600, 5.0940], [6.4185, -2.6006, 4.3581], [6.2376, -2.3817, 3.0006], [6.8915, -1.3215, 2.3928], [7.7114, -0.4719, 3.1185], [7.8859, -0.6947, 4.4762], [6.7209, -1.1021, 0.9522], [5.9801, -1.8538, 0.3506], [7.3333, -0.1818, 0.4422], [7.3875, -1.9365, 6.1534], [5.9179, -3.4291, 4.8427], [5.5933, -3.0400, 2.4339], [8.2167, 0.3578, 2.6436], [8.5260, -0.0394, 5.0532]],
  "homo_energy_ev": -5.3,
  "lumo_energy_ev": 0.70,
  "orbital_gap_ev": 5.968,
  "total_charge": -1,
  "energy_ha": -2918.55251
}

=====

{
  "formula": "C36H45N4O3Os",
  "method": "ωB97M-V/def2-TZVPD",
  "elements": ["Os", "C", "C", "C", "C", "C", "N", "C", "C", "C", "N", "C", "C", "C", "C", "C", "C", "C", "C", "N", "C", "C", "C", "N", "C", "C", "C", "C", "O", "C", "O", "H", "H", "H", "H", "H", "H", "H", "H", "H", "H", "H", "H", "H", "H", "H", "H", "H", "H", "H", "H", "H", "H", "H", "H", "H", "H", "H", "H", "C", "C", "C", "C", "C", "C", "C", "C", "C", "C", "C", "C", "O", "H", "H", "H", "H", "H", "H", "H", "H", "H", "H", "H", "H", "H", "H", "H", "H", "H"],
  "xyz": [[-0.4557, 0.1273, 0.2780], [0.9329, -2.8697, 6.5412], [0.9635, -2.0647, 5.2763], [1.6409, -0.8632, 5.1777], [1.7155, -0.1143, 3.9850], [2.6333, 0.9816, 4.0300], [3.3937, 1.4472, 3.0869], [3.5827, 0.8795, 1.7553], [4.8271, 1.4226, 1.0652], [5.0596, 0.6679, -0.2458], [3.8374, 0.6378, -1.0463], [3.6329, 1.2454, -2.1683], [2.3806, 1.2495, -2.8541], [2.3475, 1.8167, -4.1381], [1.2036, 1.8376, -4.9175], [1.1826, 2.4253, -6.2974], [0.0648, 1.2674, -4.3537], [0.0257, 0.7362, -3.0586], [-1.2246, 0.1574, -2.6298], [-1.5627, -0.1736, -1.4309], [-2.8255, -0.9130, -1.2574], [-2.5860, -2.3762, -0.8316], [-1.1690, -2.7284, -0.3978], [-0.6388, -1.8528, 0.6652], [-0.3583, -2.3834, 1.8059], [0.2900, -1.7645, 2.9348], [0.3367, -2.5112, 4.1168], [0.9364, -0.5040, 2.8595], [0.8249, 0.3027, 1.8385], [1.2026, 0.7021, -2.2710], [1.2449, 0.1629, -1.0791], [1.5661, -2.4263, 7.3061], [1.2761, -3.8879, 6.3664], [-0.0827, -2.9238, 6.9332], [2.1929, -0.5048, 6.0383], [2.8040, 1.4358, 5.0014], [4.0030, 2.2187, 3.3406], [2.6871, 1.0956, 1.1755], [3.6420, -0.2063, 1.8818], [5.7160, 1.2960, 1.6858], [4.7066, 2.4897, 0.8644], [5.3379, -0.3679, -0.0423], [5.8567, 1.1207, -0.8346], [3.0140, 0.1408, -0.6842], [4.4773, 1.7683, -2.6094], [3.2668, 2.2285, -4.5405], [2.1900, 2.6047, -6.6654], [0.6485, 3.3760, -6.3010], [0.6809, 1.7605, -6.9978], [-0.8429, 1.2290, -4.9469], [-1.9483, -0.0530, -3.4171], [-3.3894, -0.8818, -2.1909], [-3.4165, -0.3855, -0.5124], [-2.8053, -3.0361, -1.6729], [-3.2923, -2.6389, -0.0426], [-0.4717, -2.6599, -1.2356], [-1.1544, -3.7619, -0.0446], [-0.6029, -3.4394, 1.9257], [-0.1436, -3.4825, 4.1263], [-2.2697, 1.2460, 3.4841], [-3.0656, 2.2733, 2.6801], [-3.9226, 1.6071, 1.6082], [-2.2288, 3.4023, 2.1243], [-2.4811, 4.6733, 2.5748], [-1.7905, 5.7861, 2.0821], [-0.8085, 5.6359, 1.0967], [-0.5015, 4.4044, 0.5823], [0.5132, 4.2949, -0.5244], [-0.1410, 3.8865, -1.8446], [1.7000, 3.4038, -0.1672], [-1.2102, 3.2422, 1.0919], [-0.9630, 2.1068, 0.5510], [-2.9563, 0.5654, 3.9853], [-1.6465, 1.7182, 4.2436], [-1.6261, 0.6516, 2.8368], [-3.7486, 2.7558, 3.3832], [-3.2900, 1.0372, 0.9286], [-4.4827, 2.3346, 1.0230], [-4.6355, 0.9244, 2.0685], [-3.2426, 4.8254, 3.3271], [-2.0292, 6.7715, 2.4574], [-0.2960, 6.5122, 0.7252], [0.9062, 5.3054, -0.6561], [-0.5498, 2.8762, -1.7850], [0.5923, 3.9170, -2.6497], [-0.9505, 4.5652, -2.1070], [1.4063, 2.3565, -0.0898], [2.1497, 3.7113, 0.7783], [2.4594, 3.4925, -0.9444]],
  "homo_energy_ev": [-15.9, -16.2],
  "lumo_energy_ev": [-8.51, -10.02],
  "orbital_gap_ev": [7.407, 6.172],
  "total_charge": 3,
  "s_squared": 6.0396,
  "spin_multiplicity": 5,
  "energy_ha": -1933.32313
}